{
  "formula": "C31H22AsCl5N10OS4V",
  "method": "ωB97M-V/def2-TZVPD",
  "homo_energy_ev": [-0.738, -0.893],
  "multiplicity": 2,
  "largest_force_ev_per_a": 1.77,
  "charge": -2,
  "total_energy_ev": -241934.4360,
  "lumo_energy_ev": [3.05, 3.05],
  "elements": ["V", "C", "N", "C", "N", "C", "N", "C", "C", "C", "C", "C", "C", "C", "N", "N", "C", "O", "C", "C", "C", "C", "C", "C", "N", "C", "N", "C", "N", "C", "H", "H", "H", "H", "H", "H", "H", "H", "H", "H", "H", "H", "H", "H", "H", "H", "S", "As", "S", "S", "S", "N", "C", "C", "C", "C", "C", "N", "H", "H", "H", "H", "H", "H", "Cl", "C", "C", "C", "Cl", "C", "Cl", "C", "Cl", "C", "Cl"],
  "xyz": [[1.848895, -0.395088, 3.192008], [0.390257, -4.305578, -0.532362], [0.280437, -3.131436, 0.300785], [1.246887, -2.288542, 0.681602], [0.769020, -1.469697, 1.610628], [-0.516715, -1.889393, 1.767708], [-0.855495, -2.880231, 0.988018], [-0.218859, -4.272851, -1.912317], [0.007689, -5.403713, -2.697389], [-0.611785, -5.557656, -3.925373], [-1.472731, -4.585748, -4.399311], [-1.675789, -3.431097, -3.649309], [-1.038265, -3.269053, -2.409576], [-2.587926, -2.419973, -4.158965], [-3.389293, -2.481199, -5.176813], [-4.067607, -1.284626, -5.222188], [-3.611617, -0.557778, -4.261144], [-2.676101, -1.223415, -3.539856], [-3.903443, 0.818251, -3.899251], [-4.867656, 1.587452, -4.548441], [-5.022726, 2.914849, -4.196839], [-4.188393, 3.512544, -3.256216], [-3.198280, 2.763423, -2.638196], [-2.135529, 3.402212, -1.746137], [-0.811844, 2.991699, -2.184528], [-0.046057, 1.967791, -1.761434], [0.938915, 1.758650, -2.604821], [0.728831, 2.710266, -3.548968], [-0.317026, 3.478963, -3.338620], [-3.105459, 1.411453, -2.928263], [-0.098768, -5.097498, 0.034338], [1.455849, -4.560235, -0.575621], [2.257812, -2.327395, 0.304339], [-1.194785, -1.450886, 2.480608], [0.663612, -6.176721, -2.312506], [-0.433408, -6.452516, -4.509107], [-1.980528, -4.687997, -5.349465], [-1.231548, -2.381291, -1.820501], [-5.480005, 1.131340, -5.315183], [-5.780283, 3.513792, -4.686983], [-4.278671, 4.571162, -3.044028], [-2.252995, 3.132073, -0.697100], [-2.177413, 4.485776, -1.829335], [-0.228112, 1.414953, -0.851188], [1.373855, 2.832962, -4.404281], [-2.353153, 0.802769, -2.453426], [1.544194, -5.582994, 2.510508], [3.486883, -4.735613, 2.421167], [1.478276, -2.172130, 4.543641], [3.240606, -2.323586, 3.566856], [4.004948, -4.333202, 0.369933], [2.519457, 1.785563, 1.494617], [1.374407, 2.176641, 2.159859], [0.880112, 3.465474, 2.109622], [-0.290664, 3.785572, 2.797999], [-0.941154, 2.768096, 3.485013], [-0.384061, 1.505361, 3.509752], [0.802299, 1.191187, 2.913950], [2.864261, 2.407534, 0.784423], [2.520901, 0.817985, 1.197967], [1.395115, 4.208171, 1.511748], [-0.685450, 4.793287, 2.768714], [-1.867140, 2.956668, 4.012565], [-0.862810, 0.694592, 4.040947], [4.969491, 0.337115, 2.566825], [4.337865, 1.054620, 4.015394], [3.035611, 0.689365, 4.413525], [2.662105, 1.239966, 5.657233], [1.115580, 0.814444, 6.336922], [3.455885, 2.114894, 6.391166], [2.899043, 2.766881, 7.895064], [4.709739, 2.481483, 5.911949], [5.685100, 3.617483, 6.780639], [5.157604, 1.924436, 4.720376], [6.737998, 2.329943, 4.136630]],
  "forces_ev_per_a": [[-0.196, -1.391, 0.081], [0.171, -0.139, 0.111], [0.093, 0.337, -0.349], [-0.280, -0.132, 0.058], [0.299, -0.377, -0.463], [-0.046, 0.279, -0.056], [-0.148, -0.019, 0.023], [-0.030, 0.132, 0.070], [-0.040, 0.007, 0.028], [0.048, -0.139, 0.018], [-0.056, 0.237, -0.127], [0.310, -0.167, 0.312], [-0.208, -0.061, -0.128], [-0.230, 0.160, -0.334], [0.064, -0.413, 0.216], [-0.096, 0.488, -0.194], [-0.074, -0.568, -0.085], [0.103, 0.153, 0.231], [0.128, 0.459, 0.229], [-0.062, -0.270, 0.014], [-0.084, 0.161, 0.009], [0.118, -0.078, -0.073], [0.177, 0.135, 0.183], [-0.157, -0.106, -0.220], [-0.076, -0.028, 0.283], [-0.088, -0.039, 0.004], [0.147, 0.087, 0.020], [0.091, -0.038, 0.051], [-0.032, -0.040, -0.202], [0.049, -0.024, -0.114], [0.156, -0.120, 0.052], [-0.008, -0.006, 0.060], [0.096, -0.189, 0.063], [0.008, -0.016, 0.007], [0.000, 0.013, -0.022], [0.005, 0.023, -0.003], [0.014, -0.042, 0.015], [0.041, -0.030, 0.054], [-0.001, 0.032, -0.007], [0.002, -0.027, -0.012], [-0.005, 0.000, -0.005], [0.048, -0.086, 0.012], [-0.066, 0.037, 0.039], [-0.065, 0.052, 0.021], [-0.043, 0.056, 0.005], [0.160, 0.002, 0.087], [-0.216, 0.050, -0.029], [0.158, -0.383, 0.090], [-0.679, -0.082, 0.503], [0.498, -0.221, -0.247], [-0.040, 0.221, -0.322], [-0.188, -0.119, 0.151], [-0.413, 0.405, -0.176], [-0.106, -0.113, -0.075], [-0.062, 0.085, -0.018], [0.099, 0.061, -0.043], [-0.143, 0.051, -0.139], [-0.804, 1.083, -0.128], [0.075, 0.015, -0.037], [0.075, 0.025, -0.321], [0.050, -0.024, 0.007], [0.001, -0.024, 0.030], [0.007, -0.067, 0.010], [0.046, -0.004, 0.072], [0.303, -0.018, -0.203], [-0.347, -0.083, 0.284], [1.269, 0.798, 0.939], [0.237, -0.059, -0.400], [-0.167, 0.007, 0.036], [-0.030, -0.070, -0.061], [0.021, 0.070, 0.091], [-0.038, 0.016, 0.063], [0.047, 0.008, 0.026], [0.064, 0.031, -0.056], [0.047, 0.038, -0.006]],
  "mulliken_spin": [0.83, 0.00, 0.00, 0.01, -0.03, 0.03, 0.00, 0.00, 0.00, 0.00, 0.00, 0.00, 0.00, 0.00, 0.00, 0.00, 0.00, 0.00, 0.00, 0.00, 0.00, 0.00, 0.00, 0.00, 0.00, 0.00, 0.00, 0.00, 0.00, 0.00, 0.00, 0.00, 0.00, 0.00, 0.00, 0.00, 0.00, 0.00, 0.00, 0.00, 0.00, 0.00, 0.00, 0.00, 0.00, 0.00, 0.00, 0.00, -0.05, -0.01, 0.00, 0.01, 0.04, -0.03, 0.09, -0.05, 0.10, 0.01, 0.00, 0.01, 0.00, 0.02, 0.00, 0.01, 0.00, 0.01, 0.00, -0.01, 0.00, 0.00, 0.00, 0.00, 0.00, 0.00, 0.00]
}